Run one
Entry from the OMol25 dataset: a cluster of 2 separate species, C3H10NOS in total (the ωB97M-V functional and the def2-TZVPD basis).

Last column: Löwdin charge in e.
Positions of all 16 atoms, in Å:
O: -2.960 0.800 -0.986  -0.19
H: -2.630 -0.012 -1.424  0.01
H: 0.659 -2.354 0.132  0.08
H: 1.085 -1.038 1.748  0.00
H: -0.529 1.429 0.087  0.01
H: -0.324 -1.231 -1.075  0.03
H: -2.426 0.459 -0.166  -0.05
C: 0.114 -1.324 -0.073  -0.65
C: 0.406 1.203 -0.278  -0.12
N: 1.659 -0.315 1.291  -0.03
C: 1.061 -0.118 -0.001  -0.61
H: 0.340 1.174 -1.397  0.09
H: 1.083 1.930 0.045  0.05
S: -1.251 -1.143 1.208  0.21
H: 1.727 0.599 1.673  0.04
H: 1.987 -0.061 -0.783  0.14

Results
**Molecular weight**: 108.19 g mol⁻¹
**HOMO energy**: -3.04 eV
**Gap between HOMO and LUMO**: 7.1 eV
**Net charge**: -1


Run two
Entry from the OMol25 dataset: a cluster of 2 separate species, C3H10NOS in total (the ωB97M-V functional and the def2-TZVPD basis).

Last column: Löwdin charge in e.
Positions of all 16 atoms, in Å:
O: 2.155 0.307 -0.592  -0.35
C: -0.551 0.507 0.593  -0.18
H: 4.015 -0.332 1.083  0.02
N: 4.082 -0.864 0.219  -0.06
H: 2.870 -1.504 -1.309  0.06
H: -1.645 -0.825 -0.626  0.05
H: 4.676 -0.304 -0.386  0.02
H: 0.291 -0.160 0.741  0.04
H: 2.122 -1.497 0.332  0.06
S: -3.320 0.695 -0.145  0.62
H: -2.094 -0.950 1.063  0.05
H: -0.266 1.179 -0.206  0.06
C: 2.721 -0.879 -0.395  -0.66
H: -3.090 1.800 0.571  -0.17
C: -1.823 -0.253 0.280  -0.63
H: -0.642 1.064 1.531  0.06

Results
**Molecular weight**: 108.19 g mol⁻¹
**HOMO energy**: -2.59 eV
**Gap between HOMO and LUMO**: 5.7 eV
**Net charge**: -1


From most stable to least stable, the computed energies give run one, run two.


Run one
Entry from the OMol25 dataset: a structure of composition C3H10NOS (the ωB97M-V functional and the def2-TZVPD basis).

Last column: Löwdin charge in e.
Positions of all 16 atoms, in Å:
S: -1.863 1.145 0.461  0.25
O: -0.341 2.891 -1.538  -0.20
H: 0.104 3.268 -0.774  -0.01
C: -0.108 -0.873 -1.091  -0.11
H: -0.946 2.246 -1.058  -0.14
H: 1.415 -0.896 0.285  0.06
C: 0.096 -1.091 0.461  -0.52
H: 1.838 -2.185 1.016  0.02
N: 1.394 -1.312 1.323  -0.01
H: 0.385 0.945 1.041  0.03
H: -1.176 -1.009 -1.216  0.05
H: -0.556 0.131 2.207  0.04
C: -0.415 0.214 1.117  -0.69
H: -0.512 -1.936 0.783  0.11
H: 0.402 -1.638 -1.675  0.06
H: 0.281 0.100 -1.344  0.05

Results
**Molecular weight**: 108.19 g mol⁻¹
**HOMO energy**: -2.88 eV
**Gap between HOMO and LUMO**: 6.9 eV
**Net charge**: -1


Run two
Entry from the OMol25 dataset: a cluster of 2 separate species, C3H10NOS in total (the ωB97M-V functional and the def2-TZVPD basis).

Last column: Löwdin charge in e.
Positions of all 16 atoms, in Å:
C: -0.698 1.662 -2.046  -0.19
H: -1.756 1.950 -2.146  0.06
H: -0.819 -2.189 -0.102  0.03
O: 1.879 -0.577 4.182  -0.08
C: -0.614 0.033 -0.216  -0.38
S: 1.498 -1.771 -0.680  0.08
H: -0.270 1.835 -3.035  0.07
H: 0.213 -0.201 -2.039  0.01
H: -1.672 0.097 0.095  0.10
H: -0.068 0.821 0.319  0.09
C: -0.129 -1.366 0.083  -0.75
N: -0.572 0.306 -1.641  -0.18
H: 2.226 -1.236 3.566  0.04
H: -0.270 2.408 -1.363  0.06
H: 0.988 -0.387 3.858  0.03
H: 0.064 -1.385 1.165  0.01

Results
**Molecular weight**: 108.19 g mol⁻¹
**HOMO energy**: -2.55 eV
**Gap between HOMO and LUMO**: 6.4 eV
**Net charge**: -1


Run three
Entry from the OMol25 dataset: a cluster of 2 separate species, C3H10NOS in total (the ωB97M-V functional and the def2-TZVPD basis).

Last column: Löwdin charge in e.
Positions of all 16 atoms, in Å:
H: 1.776 0.006 2.160  0.07
H: 2.106 0.753 0.550  0.03
C: 1.328 0.140 1.042  -0.75
H: -0.586 -1.434 -0.687  -0.08
H: 0.447 2.345 -0.229  0.06
C: -0.329 1.660 -0.316  -0.35
H: -2.477 1.954 -0.207  0.09
H: 0.053 1.441 1.899  0.09
H: -1.649 1.382 -1.590  0.05
C: -0.056 0.857 0.943  -0.35
H: -0.858 0.179 1.214  0.08
O: -1.586 -1.508 -1.143  -0.28
H: 0.299 1.033 -1.115  0.14
H: -1.830 -2.296 -0.558  0.02
S: 1.321 -1.494 0.225  0.21
N: -1.627 2.093 -0.843  -0.03

Results
**Molecular weight**: 108.19 g mol⁻¹
**HOMO energy**: -2.87 eV
**Gap between HOMO and LUMO**: 7.0 eV
**Net charge**: -1


From most stable to least stable, the computed energies give run two, run three, run one.


Run one
Entry from the OMol25 dataset: a cluster of 2 separate species, C3H11N3 in total (the ωB97M-V functional and the def2-TZVPD basis).

Last column: Löwdin charge in e.
Positions of all 17 atoms, in Å:
C: 1.260 0.774 -0.777  0.02
H: -1.945 -0.666 -0.635  0.11
H: -1.069 -0.227 1.521  0.21
H: 0.538 -2.025 0.801  0.13
C: 0.604 -1.442 -0.086  0.05
H: 0.861 1.715 -1.042  0.15
H: 1.858 0.306 -1.473  0.14
C: -1.974 0.350 -0.193  0.00
H: -0.227 -1.749 -0.571  0.08
H: -2.938 0.569 0.340  0.15
H: -1.935 0.989 -1.135  0.14
H: 1.682 -1.612 -0.518  0.20
N: 0.500 -0.056 0.110  -0.24
H: -0.361 1.644 1.280  0.42
H: 2.400 0.253 1.039  0.21
N: -0.827 0.432 0.727  0.08
N: 1.572 0.748 0.611  0.16

Results
**Molecular weight**: 89.14 g mol⁻¹
**HOMO energy**: -21.39 eV
**Gap between HOMO and LUMO**: 11.9 eV
**Net charge**: +2


Run two
Entry from the OMol25 dataset: a cluster of 2 separate species, C3H11N3 in total (the ωB97M-V functional and the def2-TZVPD basis).

Last column: Löwdin charge in e.
Positions of all 17 atoms, in Å:
C: -0.822 -0.363 1.400  -0.09
H: -0.452 -2.832 -2.358  0.14
H: -0.511 2.478 1.526  0.11
H: -0.773 -1.460 1.481  0.12
H: 1.242 -3.543 -2.334  0.17
H: -1.160 1.322 -0.531  0.21
C: 0.558 -2.764 -1.946  0.13
C: 0.114 2.468 0.632  0.05
N: -0.176 1.248 -0.200  -0.01
H: -1.847 0.019 1.303  0.12
H: -0.466 -0.121 2.433  0.16
N: 0.109 0.068 0.502  0.03
H: 0.461 1.290 -1.014  0.20
H: 1.166 2.481 0.917  0.12
N: 0.877 -1.890 -1.141  0.27
H: -0.111 3.356 0.040  0.12
H: 1.789 -1.758 -0.710  0.15

Results
**Molecular weight**: 89.14 g mol⁻¹
**HOMO energy (spin up / spin down)**: -19.03 / -20.24 eV
**Gap between HOMO and LUMO (spin up / spin down)**: 6.4 / 10.0 eV
**Net charge**: +2


Run three
Entry from the OMol25 dataset: the ion C3H11N3 with charge +2 (the ωB97M-V functional and the def2-TZVPD basis).

Last column: Löwdin charge in e.
Positions of all 17 atoms, in Å:
H: 2.980 0.835 0.225  0.12
H: 1.486 -1.050 1.169  0.29
H: -3.214 0.240 -0.413  0.15
C: -0.572 -1.527 -0.449  0.06
H: -1.272 -1.329 -1.268  0.12
C: 2.046 0.545 -0.234  0.06
N: 1.098 -0.050 0.792  0.07
H: 0.416 -1.908 -0.709  0.10
H: 2.169 -0.271 -0.929  0.10
H: -2.685 1.897 0.034  0.15
C: -2.345 0.843 -0.162  0.25
H: -0.972 -2.216 0.355  0.14
N: -1.079 0.747 0.175  0.06
H: 1.099 0.526 1.659  0.21
H: 1.588 1.417 -0.793  0.14
N: -0.209 -0.263 0.244  -0.18
H: -0.532 1.564 0.303  0.17

Results
**SMILES**: C=[NH+]N(C)[NH2+]C
**Molecular weight**: 89.14 g mol⁻¹
**HOMO energy**: -19.36 eV
**Gap between HOMO and LUMO**: 10.1 eV
**Net charge**: +2


From most stable to least stable, the computed energies give run three, run two, run one.